# 1
Formula: C2H2NO3
Source: OMol25
Level of theory: ωB97M-V/def2-TZVPD

Results
Energy relative to the best compared isomer or geometry (same formula, charge and spin) ... 0.0 kcal per mole
Expectation value of S² ... 2.011
Spin multiplicity ... 3
Net charge ... -1
Orbital gap (spin up / spin down) ... 4.7 / 7.0 eV

Positions of all 8 atoms, in Å:
H1 -1.228236 0.970782 -0.161664
O1 1.058173 1.222663 0.943498
C1 0.008562 -0.584232 -0.023308
H2 -2.054317 -0.524130 0.073804
N1 -1.209444 -0.037292 -0.202064
O2 2.045483 0.388865 -0.901952
C2 1.192772 0.442718 -0.017466
O3 0.187005 -1.879373 0.289153

Cartesian forces, eV/Å:
H -0.1665 -0.1373 0.2889
O -0.2449 0.4565 -0.0566
C 1.8828 -3.4079 0.0349
H 0.3565 0.1284 0.3632
N -2.3687 0.9956 -0.7668
O -0.1348 -0.4923 -0.1987
C 0.8090 0.2879 0.8975
O -0.1335 2.1690 -0.5625

---

# 2
Formula: C2H2NO3
Source: OMol25
Level of theory: ωB97M-V/def2-TZVPD

Results
Energy relative to the best compared isomer or geometry (same formula, charge and spin) ... 10.7 kcal per mole
Expectation value of S² ... 0.756
Spin multiplicity ... 2
Orbital gap (spin up / spin down) ... 11.9 / 6.4 eV

Positions of all 8 atoms, in Å:
H1 -0.443530 1.492848 -0.545416
H2 0.476966 -0.246687 1.561850
O1 0.019260 2.065456 1.350042
N1 0.005602 -0.074721 0.686156
C1 0.068888 -0.938045 -0.554267
C2 -0.133969 1.248637 0.496381
O2 0.737353 -1.908060 -0.562528
O3 -0.701884 -0.332025 -1.354809

Cartesian forces, eV/Å:
H 0.0179 0.1291 0.0601
H 0.1305 -1.1126 0.1055
O 0.2204 0.6694 0.6005
N 0.3014 -0.3617 -1.0610
C 0.7334 1.5022 3.9195
C -0.7039 0.4723 -0.7927
O 0.2915 -1.2100 -0.8838
O -0.9912 -0.0887 -1.9481

---

# 3
Formula: C2H2NOP
Source: OMol25
Level of theory: ωB97M-V/def2-TZVPD

Results
Energy relative to the best compared isomer or geometry (same formula, charge and spin) ... 73.8 kcal per mole
Orbital gap (spin up / spin down) ... 8.4 / 8.4 eV

Positions of all 7 atoms, in Å:
H1 0.719151 1.372768 -0.601332
C1 -1.037971 0.256721 0.744973
N1 -1.267342 1.239221 -0.070017
O1 0.959687 -1.498601 0.182353
H2 1.182508 -1.229727 1.177435
C2 -0.169823 0.839263 -0.896988
P1 -0.386212 -0.979642 -0.536424

Cartesian forces, eV/Å:
H 0.6101 0.3070 -0.8953
C 0.1054 0.5667 -2.3287
N -1.2358 1.0400 0.6930
O 1.4574 -0.3114 3.0084
H -0.9228 -0.5226 -3.4338
C -0.5486 -2.3718 2.7909
P 0.5343 1.2921 0.1655

---

# 4
Formula: C2H2NOP
Source: OMol25
Level of theory: ωB97M-V/def2-TZVPD

Results
Energy relative to the best compared isomer or geometry (same formula, charge and spin) ... 39.0 kcal per mole
Orbital gap ... 9.6 eV

Positions of all 7 atoms, in Å:
N1 -0.764424 -0.358273 -1.156993
P1 0.593124 1.073161 0.665825
C1 0.447118 -0.619248 0.917179
C2 -0.369771 0.786549 -0.822627
H1 -0.610731 1.612597 -1.475892
O1 -0.184758 -1.374290 0.099625
H2 0.889443 -1.120496 1.772884

Cartesian forces, eV/Å:
N 0.4288 -1.9156 1.3548
P 0.0840 -0.1037 0.2246
C 0.1464 0.5607 0.0295
C 0.5352 0.1320 0.6999
H -0.2325 -0.0516 -0.3266
O -0.9237 1.5432 -2.0005
H -0.0382 -0.1650 0.0182

---

# 5
Formula: C2H2NOS2
Source: OMol25
Level of theory: ωB97M-V/def2-TZVPD

Results
Energy relative to the best compared isomer or geometry (same formula, charge and spin) ... 28.7 kcal per mole
Net charge ... -1
Orbital gap ... 6.2 eV

Positions of all 8 atoms, in Å:
C1 1.814401 -0.558533 -0.304844
N1 2.180695 0.717312 -0.047650
O1 2.639205 -1.315908 -0.767868
S1 1.631889 3.417452 0.310997
C2 1.852553 1.874218 0.112980
H1 -0.680610 0.363561 1.947517
S2 -1.163129 0.591934 0.660751
H2 0.916953 -0.976754 0.030294

Cartesian forces, eV/Å:
C 2.4112 -1.7209 -0.2930
N -0.4122 3.2285 0.3979
O 0.1598 -0.1619 -0.5743
S 0.1161 -0.3426 -0.0526
C 0.0154 -1.4748 -0.1066
H -0.3749 0.1894 -0.9937
S 0.2345 -0.1665 1.0296
H -2.1500 0.4488 0.5927

---

# 6
Formula: C2H2NaORb
Source: OMol25
Level of theory: ωB97M-V/def2-TZVPD

Results
Orbital gap (spin up / spin down) ... 2.9 / 6.2 eV

Positions of all 7 atoms, in Å:
C1 0.594036 1.477549 -0.674747
Na1 -0.913619 1.082701 1.803517
Rb1 -2.540649 -3.685543 2.874104
H1 0.451326 0.165897 -2.383153
O1 0.413337 -1.055713 -0.487584
H2 1.250173 1.673269 0.206177
C2 0.745398 0.341839 -1.338315

Cartesian forces, eV/Å:
C 1.5675 0.1911 0.7343
Na 0.3680 -0.5003 -0.8265
Rb 0.1125 0.1916 -0.1056
H 0.7542 -0.0709 0.2900
O 1.3900 4.5017 -2.1667
H -0.6271 -0.0166 -0.2882
C -3.5651 -4.2967 2.3627

---

# 7
Formula: C2H2O
Source: OMol25
Level of theory: ωB97M-V/def2-TZVPD

Results
Energy relative to the best compared isomer or geometry (same formula, charge and spin) ... 110.0 kcal per mole
Orbital gap (spin up / spin down) ... 9.3 / 7.2 eV

Positions of all 5 atoms, in Å:
H1 1.832670 -0.947581 -0.995249
O1 1.139243 -0.404210 0.468817
H2 -2.028548 0.667827 0.002651
C1 -1.000861 0.626846 0.205363
C2 0.057497 0.057118 0.318418

Cartesian forces, eV/Å:
H -0.4215 0.4042 1.0247
O 2.9756 -1.5374 -0.7140
H -0.6641 0.2231 0.0733
C -2.1667 1.1132 -0.5314
C 0.2767 -0.2032 0.1474

---

# 8
Formula: C2H2O2S
Source: OMol25
Level of theory: ωB97M-V/def2-TZVPD

Results
Energy relative to the best compared isomer or geometry (same formula, charge and spin) ... 67.1 kcal per mole
Orbital gap (spin up / spin down) ... 7.9 / 7.3 eV

Positions of all 7 atoms, in Å:
H1 0.511340 0.886676 0.557112
C1 -1.572174 0.546565 -0.000743
O1 -2.430772 -0.538099 -0.087046
S1 -4.005203 -0.344980 0.033739
H2 0.038177 -0.747602 -0.522493
C2 -0.186973 0.151413 0.043285
O2 -1.972327 1.703873 -0.045092

Cartesian forces, eV/Å:
H -0.8096 -1.3784 -1.0966
C -0.4666 2.5342 -0.2589
O 1.3850 -0.6250 -0.1588
S -1.3344 0.2442 0.0788
H 0.5612 0.1420 0.4612
C 0.0865 0.9268 0.5913
O 0.5779 -1.8436 0.3829

---

# 9
Formula: C2H2O2S2
Source: OMol25
Level of theory: ωB97M-V/def2-TZVPD

Results
Energy relative to the best compared isomer or geometry (same formula, charge and spin) ... 133.9 kcal per mole
Orbital gap ... 8.5 eV

Positions of all 8 atoms, in Å:
H1 0.096700 1.284827 -0.418530
C1 0.827159 -0.573362 0.141981
C2 0.849608 0.699191 -0.170350
S1 2.668863 1.033286 -0.457864
O1 3.265825 1.935493 0.531227
H2 -0.168397 -1.937339 -0.229411
O2 2.851412 -2.043999 -0.510943
S2 2.465473 -1.103886 0.494388

Cartesian forces, eV/Å:
H -3.2393 2.9470 -1.0582
C -1.6900 -4.2594 -1.1069
C 3.5675 -1.7951 0.5159
S -1.2571 -0.8233 1.7199
O -0.0670 0.4137 -0.4851
H 2.2481 3.7582 1.1274
O 0.7629 -2.1932 -1.2877
S -0.3250 1.9521 0.5747

---

# 10
Formula: C2H2O3
Source: OMol25
Level of theory: ωB97M-V/def2-TZVPD

Results
Energy relative to the best compared isomer or geometry (same formula, charge and spin) ... 94.4 kcal per mole
Orbital gap (spin up / spin down) ... 8.0 / 9.0 eV

Positions of all 7 atoms, in Å:
C1 -1.918859 -0.210258 -0.036681
O1 1.323714 0.609710 0.576653
C2 1.230432 -0.263964 -0.330015
O2 2.084020 -0.851548 -1.060845
H1 -2.448315 -1.042211 0.524529
H2 2.223398 0.947859 0.552785
O3 -2.494387 0.810410 -0.226429

Cartesian forces, eV/Å:
C -1.2661 1.2460 0.1352
O 0.0207 1.3037 1.0436
C 2.3995 -4.7646 -4.7739
O -3.5442 2.9921 3.3717
H 0.4538 -0.0202 -0.2179
H 0.8883 0.4740 0.3838
O 1.0480 -1.2310 0.0576

---

# 11
Formula: C2H2O3S
Source: OMol25
Level of theory: ωB97M-V/def2-TZVPD

Results
Energy relative to the best compared isomer or geometry (same formula, charge and spin) ... 55.0 kcal per mole
Orbital gap ... 9.3 eV

Positions of all 8 atoms, in Å:
C1 1.078368 -0.126662 -0.072577
H1 1.713936 -0.404047 0.789589
C2 0.700466 1.100691 0.076613
O1 -1.847030 -0.000030 -0.898361
O2 -1.646042 -1.154826 1.162501
S1 -1.279923 -1.130079 -0.251108
O3 0.381534 2.175200 0.295861
H2 0.898693 -0.460250 -1.102520

Cartesian forces, eV/Å:
C 0.6800 -0.7341 -0.2584
H -0.2840 -0.7103 -1.0936
C -0.1903 1.5658 0.4978
O -0.1380 0.8088 -1.5292
O 0.7747 -0.8291 -1.3033
S -1.4154 -0.2883 3.0393
O -0.4212 0.6676 -0.0277
H 0.9941 -0.4805 0.6749

---

# 12
Formula: C2H2O3S
Source: OMol25
Level of theory: ωB97M-V/def2-TZVPD

Results
SMILES string ... O=C(O)C(O)=S
Energy relative to the best compared isomer or geometry (same formula, charge and spin) ... 10.0 kcal per mole
Orbital gap ... 8.4 eV

Positions of all 8 atoms, in Å:
H1 -0.089446 1.881122 0.019669
H2 -1.485757 -1.840962 0.003776
O1 -1.447173 0.469651 -0.008050
O2 -0.552346 -1.599976 -0.003472
O3 0.858667 1.616947 -0.004255
C1 0.920840 0.304482 -0.004118
S1 2.282741 -0.556203 -0.004033
C2 -0.487528 -0.275062 0.000483

Cartesian forces, eV/Å:
H 0.2695 -0.1802 -0.0521
H -0.2702 -0.0894 -0.0118
O 0.4310 -0.4257 0.0625
O 0.1972 0.3602 0.0447
O -0.1313 0.6310 0.0369
C 0.0685 -0.3541 0.0500
S -0.1454 0.0512 -0.0171
C -0.4193 0.0070 -0.1130

---

The records above yield molecular weight values of 88.04 88.04 87.02 87.02 120.18 150.50 42.04 90.10 122.17 74.03 106.10 106.10 g mol⁻¹, respectively.